[1]
{"formula": "C30H42NPt", "method": "wB97M-V/def2-TZVPD", "homo_energy_ev": [-8.76, -10.72], "spin_multiplicity": 5, "charge": 1, "lumo_ev": [-2.28, -5.28], "homo_lumo_gap_ev": [6.5, 5.4], "symbols": ["C", "C", "C", "C", "C", "Pt", "C", "C", "H", "C", "H", "H", "C", "H", "H", "H", "C", "H", "H", "H", "C", "H", "H", "H", "C", "H", "H", "H", "C", "H", "H", "H", "C", "H", "H", "H", "C", "H", "H", "H", "C", "C", "C", "C", "H", "C", "H", "C", "H", "H", "H", "C", "N", "C", "C", "C", "C", "C", "C", "C", "C", "H", "H", "H", "H", "H", "H", "H", "H", "H", "H", "H", "H", "H"], "xyz": [[-0.1785, -0.5935, 1.9379], [-1.5733, -0.6895, 1.5266], [-2.0928, 0.6001, 1.3324], [-1.1355, 1.5681, 1.6807], [0.0999, 0.9042, 2.0617], [0.9916, 0.0949, 0.3519], [0.8661, 3.0810, -2.5773], [1.6110, 2.0358, -2.0144], [1.6610, 0.9815, -2.4359], [1.8050, 1.8488, -0.4919], [1.4146, 2.7057, 0.0891], [2.8950, 1.8456, -0.2387], [0.3143, 2.4927, -3.9591], [0.4662, 1.3773, -4.0231], [-0.7958, 2.5495, -3.9811], [0.7070, 2.9471, -4.9291], [-0.4787, 3.2771, -1.6605], [-0.6183, 2.3715, -1.0146], [-0.5941, 4.2118, -1.0182], [-1.3848, 3.1837, -2.2848], [-2.3291, -1.9521, 1.4831], [-1.6623, -2.8009, 1.2887], [-2.8614, -2.1480, 2.4283], [-3.0711, -1.9378, 0.6783], [-3.5041, 0.8927, 0.9480], [-3.8739, 0.1505, 0.2303], [-4.1807, 0.8798, 1.8156], [-3.5839, 1.8815, 0.4792], [-1.3564, 3.0180, 1.8724], [-2.1507, 3.3969, 1.2171], [-1.6477, 3.2498, 2.9095], [-0.4373, 3.5829, 1.6601], [1.1230, 1.4594, 2.9862], [1.4202, 2.4584, 2.6424], [0.7387, 1.5313, 4.0119], [2.0196, 0.8262, 2.9826], [0.5292, -1.6143, 2.7528], [1.6019, -1.3810, 2.8117], [0.1162, -1.6601, 3.7677], [0.4285, -2.6007, 2.2838], [-2.0357, -2.1253, -1.7380], [-2.1717, -0.7463, -2.2958], [-3.2962, -2.6732, -1.9299], [-3.3663, 0.0174, -2.5990], [-1.5294, 0.0792, -2.6064], [-4.4409, -1.9433, -2.3183], [-3.3823, -3.7415, -1.7825], [-4.5629, -0.6543, -2.6220], [-3.2712, 1.1172, -2.9425], [-5.3316, -2.5698, -2.3646], [-5.4708, -0.0591, -2.8588], [5.2048, -1.9669, 1.7516], [4.3533, -0.8063, 1.3661], [4.9805, 0.4746, 1.7938], [4.0440, -0.8106, -0.1311], [3.0765, -1.9034, -0.4426], [3.5730, -3.1593, -0.8012], [2.7013, -4.2310, -0.9442], [1.3209, -4.0327, -0.8025], [0.8137, -2.7459, -0.5739], [1.6995, -1.6979, -0.3181], [6.0961, -1.9656, 1.1088], [4.6437, -2.8977, 1.6260], [5.4980, -1.8376, 2.8004], [3.4430, -0.8987, 1.8580], [5.8834, 0.6378, 1.1887], [4.2711, 1.2989, 1.6419], [5.2440, 0.3964, 2.8566], [3.6463, 0.1771, -0.3786], [5.0145, -0.9340, -0.6299], [4.6516, -3.2791, -0.9387], [3.1072, -5.2194, -1.1743], [0.6450, -4.8849, -0.9046], [-0.2556, -2.5235, -0.6711]]}


[2]
{"formula": "C22H20N4O3RuS5Sb", "method": "wB97M-V/def2-TZVPD", "homo_energy_ev": [-0.66, -1.56], "spin_multiplicity": 6, "charge": -2, "lumo_ev": [4.20, 3.38], "homo_lumo_gap_ev": [4.9, 4.9], "symbols": ["Ru", "N", "C", "S", "N", "N", "C", "C", "C", "C", "C", "C", "C", "C", "C", "C", "C", "C", "N", "H", "H", "H", "H", "H", "H", "H", "H", "H", "H", "H", "S", "Sb", "S", "S", "S", "C", "O", "C", "C", "C", "C", "C", "C", "O", "C", "O", "C", "H", "H", "H", "H", "H", "H", "H", "H", "H"], "xyz": [[0.9907, -0.2954, -0.9307], [-2.4860, 0.8087, -4.1993], [-1.5730, 0.6653, -3.1529], [-0.5821, 2.0738, -2.8800], [-1.6504, -0.4519, -2.5233], [-0.9032, -0.8078, -1.4568], [-1.4275, -1.7995, -0.6807], [-2.6504, -2.5369, -1.0582], [-3.7018, -2.7179, -0.1560], [-4.8322, -3.4443, -0.5033], [-4.9451, -3.9980, -1.7690], [-3.9123, -3.8168, -2.6824], [-2.7792, -3.1043, -2.3341], [-0.7289, -2.0979, 0.5052], [-1.0462, -3.1584, 1.3989], [-0.3390, -3.3187, 2.5550], [0.7198, -2.4355, 2.8560], [1.0488, -1.4927, 1.9086], [0.3872, -1.3280, 0.7664], [-2.1643, 1.4265, -4.9254], [-2.8434, -0.0783, -4.5242], [-3.6425, -2.2573, 0.8221], [-5.6347, -3.5727, 0.2147], [-5.8249, -4.5698, -2.0408], [-3.9924, -4.2472, -3.6744], [-1.9658, -2.9923, -3.0337], [-1.8294, -3.8523, 1.1315], [-0.5781, -4.1296, 3.2336], [1.2844, -2.5183, 3.7737], [1.8914, -0.8297, 2.0666], [5.3674, 1.3501, -2.5461], [3.8588, -0.3893, -3.0284], [1.7725, -2.2169, -1.8352], [1.5776, 0.8639, -2.8004], [4.0072, -0.6289, -5.3388], [-0.8042, 5.5725, 2.4814], [0.4001, 5.1300, 3.0671], [0.9901, 4.0409, 2.4884], [2.2703, 3.7163, 2.9860], [2.9596, 2.6905, 2.4078], [2.4369, 1.9090, 1.3512], [3.2802, 0.9482, 0.6909], [4.7562, 0.9026, 1.0054], [2.8965, 0.1094, -0.1459], [1.0760, 2.1508, 0.9370], [0.4084, 1.4506, 0.1234], [0.4144, 3.2885, 1.5071], [-1.0697, 6.4958, 2.9935], [-1.6080, 4.8415, 2.6117], [-0.6808, 5.7666, 1.4124], [2.6838, 4.3015, 3.7971], [3.9405, 2.4500, 2.7950], [5.1590, 1.8963, 1.1825], [5.2697, 0.4750, 0.1475], [4.9223, 0.2702, 1.8834], [-0.5741, 3.4926, 1.1189]]}


[3]
{"formula": "C42H75B2N2O21P", "method": "wB97M-V/def2-TZVPD", "smiles": "CCB(O)[C@H](OC)[C@@H](O[C@H](CCCN)P(C)O)B(N)O.O=C1CCCO1.O=C1CCCO1.O=C1CCCO1.O=C1CCCO1.O=C1CCCO1.O=C1CCCO1.O=C1CCCO1.O=C1CCCO1", "homo_energy_ev": -7.18, "lumo_ev": 0.47, "homo_lumo_gap_ev": 7.6, "symbols": ["C", "C", "B", "O", "C", "O", "C", "C", "O", "C", "C", "C", "C", "N", "P", "C", "O", "B", "N", "O", "H", "H", "H", "H", "H", "H", "H", "H", "H", "H", "H", "H", "H", "H", "H", "H", "H", "H", "H", "H", "H", "H", "H", "H", "H", "H", "H", "O", "C", "O", "C", "C", "C", "H", "H", "H", "H", "H", "H", "O", "C", "O", "C", "C", "C", "H", "H", "H", "H", "H", "H", "O", "C", "O", "C", "C", "C", "H", "H", "H", "H", "H", "H", "O", "C", "O", "C", "C", "C", "H", "H", "H", "H", "H", "H", "O", "C", "O", "C", "C", "C", "H", "H", "H", "H", "H", "H", "O", "C", "O", "C", "C", "C", "H", "H", "H", "H", "H", "H", "O", "C", "O", "C", "C", "C", "H", "H", "H", "H", "H", "H", "O", "C", "O", "C", "C", "C", "H", "H", "H", "H", "H", "H"], "xyz": [[-2.0153, -0.4370, 4.7405], [-1.8135, 0.2752, 3.3891], [-0.3079, 0.5177, 2.9988], [0.6884, 0.3648, 3.9645], [0.0788, 0.8898, 1.5037], [-1.1388, 1.1874, 0.7873], [-1.2908, 2.5848, 0.6091], [0.7745, -0.2695, 0.7773], [-0.0858, -1.4108, 0.8594], [0.5966, -2.6366, 1.1321], [1.2278, -2.6774, 2.5464], [2.7469, -2.7325, 2.7604], [3.4019, -1.3880, 3.1234], [4.0865, -0.7435, 2.0059], [1.6094, -3.3521, -0.2584], [0.5335, -3.0540, -1.7251], [2.9805, -2.4282, -0.4636], [1.0317, 0.2628, -0.7147], [0.0397, 0.2548, -1.7362], [2.2741, 0.7540, -1.0573], [-2.8403, -1.1394, 4.6571], [-1.1483, -0.9950, 5.0726], [-2.3223, 0.2857, 5.4856], [-2.2579, -0.3204, 2.5985], [-2.3179, 1.2394, 3.3871], [0.6567, 1.0974, 4.6022], [0.7101, 1.7824, 1.4664], [-1.1706, 3.1233, 1.5375], [-0.6584, 2.9572, -0.1973], [-2.3152, 2.7527, 0.2977], [1.7536, -0.4084, 1.2312], [-0.2038, -3.3726, 1.1473], [0.8775, -1.8160, 3.0976], [0.7865, -3.5242, 3.0587], [3.3072, -3.2192, 1.9679], [2.9162, -3.3391, 3.6448], [4.1123, -1.5776, 3.9333], [2.6510, -0.7231, 3.5331], [4.5219, 0.1234, 2.2901], [4.7778, -1.3650, 1.6106], [1.1236, -2.5379, -2.4704], [0.2085, -4.0236, -2.0617], [-0.3116, -2.4217, -1.4724], [3.2446, -2.4454, -1.3983], [0.3626, -0.0590, -2.6418], [-0.8000, -0.2243, -1.4372], [2.6295, 1.3157, -0.3520], [-2.5408, 5.3266, 0.9222], [-1.6499, 5.8882, 1.4922], [-0.5862, 5.2383, 2.0378], [0.2591, 6.1713, 2.7351], [-0.0583, 7.5295, 2.1270], [-1.5297, 7.3760, 1.7559], [0.0150, 6.1245, 3.7993], [1.2959, 5.8728, 2.5973], [0.1448, 8.3592, 2.8017], [0.5294, 7.6795, 1.2212], [-2.1931, 7.6363, 2.5826], [-1.7915, 7.9461, 0.8701], [1.6273, -4.3307, -4.1825], [1.0775, -5.2773, -4.6754], [0.4486, -6.1979, -3.9249], [-0.0220, -7.2831, -4.7497], [-0.1277, -6.6921, -6.1485], [0.9975, -5.6575, -6.1394], [0.7006, -8.0972, -4.6882], [-0.9758, -7.6320, -4.3635], [-0.0443, -7.4370, -6.9326], [-1.0886, -6.1847, -6.2635], [1.9536, -6.0912, -6.4365], [0.7825, -4.7851, -6.7503], [2.6397, -8.3485, -2.7932], [3.4179, -7.6811, -2.1746], [4.4782, -8.2223, -1.5228], [5.1766, -7.2028, -0.7869], [4.8080, -5.8936, -1.4701], [3.3907, -6.1824, -1.9590], [4.8412, -7.2367, 0.2520], [6.2429, -7.4151, -0.8192], [4.8816, -5.0295, -0.8111], [5.4671, -5.7241, -2.3240], [2.6491, -5.9443, -1.1931], [3.1525, -5.6619, -2.8802], [-7.2682, -0.5444, -2.4515], [-6.3934, 0.0459, -1.8875], [-5.3184, -0.5757, -1.3523], [-4.4899, 0.3746, -0.6504], [-4.8350, 1.7256, -1.2597], [-6.3053, 1.5380, -1.6283], [-4.7292, 0.3249, 0.4136], [-3.4435, 0.1145, -0.7876], [-4.6442, 2.5576, -0.5851], [-4.2449, 1.8827, -2.1636], [-6.9719, 1.7848, -0.8006], [-6.5949, 2.0962, -2.5137], [3.2289, 4.0299, 1.7951], [4.1439, 4.0394, 1.0245], [4.0732, 3.4690, -0.2009], [5.3494, 3.5412, -0.8614], [6.0819, 4.6919, -0.1836], [5.5265, 4.6244, 1.2383], [5.8595, 2.5850, -0.7289], [5.1866, 3.7080, -1.9226], [7.1646, 4.6053, -0.2461], [5.7927, 5.6367, -0.6455], [6.0958, 3.9418, 1.8708], [5.4596, 5.5981, 1.7143], [-2.3915, 1.2572, 7.5608], [-2.8622, 0.6211, 8.4553], [-3.5402, 1.1866, 9.4842], [-3.8935, 0.1854, 10.4545], [-3.8730, -1.1343, 9.6942], [-2.7833, -0.8796, 8.6541], [-3.1564, 0.2120, 11.2602], [-4.8712, 0.4241, 10.8656], [-3.6883, -1.9944, 10.3345], [-4.8299, -1.2871, 9.1936], [-1.7892, -1.1260, 9.0296], [-2.9610, -1.3975, 7.7160], [-1.7515, -9.0380, -7.5714], [-2.4001, -8.2931, -8.2449], [-2.0349, -7.9360, -9.4990], [-2.9453, -6.9503, -10.0202], [-4.2259, -7.1234, -9.2143], [-3.6845, -7.5838, -7.8621], [-2.4986, -5.9632, -9.8833], [-3.0844, -7.1280, -11.0834], [-4.8294, -6.2193, -9.1703], [-4.8355, -7.9136, -9.6541], [-3.4354, -6.7439, -7.2116], [-4.3557, -8.2629, -7.3452], [0.1129, 9.1067, -0.9698], [-0.0127, 10.2162, -0.5442], [-0.6697, 10.4809, 0.6123], [-0.7527, 11.9031, 0.8210], [0.3807, 12.4949, -0.0064], [0.4682, 11.5095, -1.1709], [-1.7343, 12.2430, 0.4852], [-0.6523, 12.1096, 1.8836], [0.1992, 13.5252, -0.3045], [1.3087, 12.4691, 0.5664], [-0.2094, 11.7712, -1.9846], [1.4775, 11.3953, -1.5544]]}


[4]
{"formula": "FH2O3PS", "method": "wB97M-V/def2-TZVPD", "smiles": "OP(O)(=S)OF", "homo_energy_ev": -10.06, "de_lowest_kj_mol": 161.96, "lumo_ev": 0.16, "homo_lumo_gap_ev": 10.2, "symbols": ["O", "O", "O", "F", "P", "S", "H", "H"], "xyz": [[-0.6347, 0.1823, 1.1603], [0.6419, 0.7425, -0.9603], [-1.8938, 0.0194, -0.9944], [-2.5908, -1.2094, -1.0245], [-0.2417, -0.3786, -0.3007], [0.4279, -2.1298, -0.5171], [-1.3946, -0.2856, 1.5095], [0.0885, 1.4989, -0.7958]]}


E values (in eV) by entry order: -36510.0604, -98538.0273, -101394.1460, -29015.0004.